14
Properties=species:S:1:pos:R:3:forces:R:3 method="wB97M-V/def2-TZVPD" orbital_gap_ev="4.235 / 12.325" homo_ev="-3.402 / -11.677" s_squared=0.750 spin_multiplicity=2 total_energy_ha=-212.05197
N 0.640 0.287 1.956 0.4 0.2 -1.7
H 0.066 -0.111 2.692 -0.2 -0.5 1.1
H 0.031 0.194 1.061 0.8 0.2 1.0
H 0.758 1.295 2.120 -0.1 0.4 0.2
H 1.624 -0.107 1.885 -0.7 -0.2 0.1
C -0.928 -0.089 -1.263 1.1 -1.7 0.6
O -1.173 0.568 0.042 0.3 -0.6 -2.0
C 0.602 -0.337 -1.334 0.5 -0.3 -0.7
H -1.321 -1.169 -1.269 -0.2 1.8 0.0
H -1.341 0.516 -2.082 0.2 -0.3 0.3
H -2.051 0.309 0.304 -0.7 0.0 0.4
H 1.203 0.589 -1.348 -0.3 -0.4 0.5
H 0.901 -1.055 -0.541 -0.1 0.9 -0.1
H 0.990 -0.890 -2.221 -1.0 0.4 0.1

---

174
Properties=species:S:1:pos:R:3:forces:R:3 method="wB97M-V/def2-TZVPD" orbital_gap_ev=9.002 homo_ev=-7.028 total_energy_ha=-3785.00126 total_charge=-1
N 0.173 0.123 -0.609 0.5 -1.4 0.9
O 0.464 1.234 -0.904 0.4 3.7 -1.0
O -0.093 -0.674 -1.498 -0.9 -2.0 -1.2
O 0.210 -0.230 0.584 -0.6 -0.6 1.0
C -4.184 -1.371 4.387 0.0 0.8 0.2
C -4.015 -0.071 5.205 0.3 -1.0 0.7
C -4.799 1.167 4.747 -0.2 -0.3 0.2
O -4.474 -0.385 6.546 -0.4 0.2 -0.1
H -3.946 -2.226 5.019 -0.3 0.1 0.2
H -3.477 -1.464 3.562 -0.1 0.4 -0.2
H -5.207 -1.403 4.013 0.0 -0.4 0.0
H -2.949 0.052 5.394 0.2 0.7 -0.8
H -5.804 1.079 5.160 -0.4 -0.5 -0.4
H -4.884 1.286 3.667 0.2 0.1 0.1
H -4.508 2.094 5.242 0.8 0.1 -0.3
H -4.775 0.465 6.877 -0.1 -0.1 0.5
C 0.723 -5.532 -5.340 -0.6 0.1 0.3
C 1.357 -5.964 -4.035 1.9 0.6 -0.7
C 1.896 -7.382 -4.044 -1.5 -0.7 -0.3
O 2.526 -5.158 -3.935 0.3 0.5 0.7
H 0.304 -4.535 -5.201 -0.4 0.0 0.2
H -0.073 -6.229 -5.603 0.0 0.1 -0.6
H 1.497 -5.337 -6.082 -0.1 -0.8 -0.2
H 0.688 -5.687 -3.220 -0.1 -0.6 0.3
H 1.006 -8.008 -3.979 0.0 -0.5 0.1
H 2.580 -7.698 -3.256 -0.1 0.6 0.1
H 2.324 -7.635 -5.014 0.3 0.3 0.0
H 2.192 -4.275 -3.758 0.3 0.6 0.2
C -2.088 -2.081 -4.436 0.3 0.7 0.2
C -2.862 -0.915 -3.786 0.2 -0.7 -2.6
C -4.286 -0.757 -4.386 1.6 0.5 1.4
O -2.899 -1.088 -2.414 -0.9 -0.6 1.3
H -2.488 -3.085 -4.294 -0.4 0.1 0.2
H -1.111 -2.055 -3.955 0.4 -0.3 -0.3
H -1.974 -1.912 -5.507 0.1 0.0 0.0
H -2.261 -0.010 -3.883 -0.1 0.3 -1.0
H -4.566 0.168 -3.881 -1.1 -0.2 -0.1
H -4.823 -1.656 -4.083 -0.5 0.3 0.0
H -4.324 -0.589 -5.462 0.3 -0.2 0.1
H -1.976 -1.219 -2.184 0.3 0.1 0.7
C -4.054 2.150 -0.887 -0.6 -0.4 0.2
C -3.509 2.212 0.534 0.5 -1.4 -1.0
C -3.255 0.751 1.048 -0.4 1.3 0.2
O -2.218 2.833 0.413 0.0 -0.1 0.3
H -3.415 1.479 -1.461 0.2 0.0 0.0
H -4.090 3.107 -1.408 -0.1 0.0 0.2
H -5.032 1.670 -0.889 -0.2 0.2 -0.1
H -4.062 2.834 1.238 -0.3 -0.2 -0.1
H -2.983 0.842 2.100 -0.2 -0.4 0.1
H -2.409 0.301 0.529 0.1 0.1 -0.2
H -4.091 0.077 0.859 -0.2 0.1 0.3
H -1.657 2.079 0.217 0.8 0.3 -0.2
C -1.729 3.244 -4.404 -1.6 -0.2 0.4
C -0.593 4.193 -4.387 0.4 -0.2 0.5
C -0.193 4.574 -2.954 0.7 0.7 -0.7
O 0.498 3.577 -5.050 0.4 1.0 -0.7
H -2.426 3.512 -3.610 -0.1 -0.2 0.3
H -1.357 2.235 -4.226 -0.2 -0.1 -0.1
H -2.335 3.314 -5.307 0.3 -0.4 -0.3
H -0.868 5.061 -4.987 0.3 0.3 0.1
H -0.015 3.689 -2.344 0.0 -0.1 0.0
H -0.830 5.275 -2.414 -0.5 -0.3 -0.2
H 0.744 5.114 -3.090 0.3 -0.1 0.4
H 0.739 2.757 -4.614 0.1 -0.4 0.3
C -2.095 6.249 1.132 -0.8 -1.6 -0.1
C -3.317 6.202 0.164 1.4 -0.1 -0.5
O -3.060 5.289 -0.929 -0.1 0.9 0.1
O -2.079 5.037 1.914 0.1 1.4 0.6
H -2.034 7.089 1.824 -0.6 0.0 0.1
H -1.184 6.326 0.538 0.1 -0.1 -0.4
H -3.385 7.187 -0.299 -0.4 0.0 -0.1
H -4.266 5.886 0.599 0.1 0.4 0.6
H -2.805 4.425 -0.597 0.2 -0.2 0.2
H -2.102 4.266 1.342 0.3 -0.3 -0.3
C -0.557 -3.711 0.202 0.4 0.5 -0.2
C -1.509 -4.122 -0.873 0.7 0.3 -1.7
O -2.431 -5.089 -0.477 -0.6 -0.5 0.9
O -1.143 -2.733 1.059 -0.1 -0.5 0.0
H 0.293 -3.193 -0.243 0.1 -0.3 -0.5
H -0.167 -4.580 0.731 -0.2 0.0 0.4
H -0.980 -4.519 -1.740 0.7 -0.2 0.0
H -1.956 -3.224 -1.299 -0.5 0.2 0.3
H -2.788 -5.563 -1.232 0.0 0.1 0.0
H -0.594 -1.954 0.943 0.0 0.8 0.2
C -4.961 -2.941 -0.621 -1.0 -1.0 0.7
C -4.765 -3.194 0.905 0.7 -0.4 -0.9
O -4.561 -4.565 1.255 -0.9 0.6 -0.3
O -5.231 -1.570 -0.876 0.5 -0.6 0.0
H -5.760 -3.547 -1.050 -0.6 -0.1 0.4
H -4.113 -3.298 -1.205 0.5 0.3 0.3
H -5.603 -2.799 1.479 0.0 0.0 -0.1
H -3.842 -2.669 1.150 -0.1 0.5 0.3
H -3.722 -4.786 0.845 0.3 -0.4 0.0
H -4.462 -1.401 -1.424 0.2 1.2 -0.4
C 1.257 4.241 0.489 1.0 -0.1 -1.5
C 1.635 5.140 1.623 0.2 -0.9 0.5
O 2.844 5.837 1.320 -0.6 0.1 0.3
O 2.058 3.045 0.443 -0.6 0.7 0.9
H 1.553 4.787 -0.406 -0.3 0.4 -0.3
H 0.197 4.005 0.390 -0.2 0.1 0.5
H 1.826 4.490 2.477 0.0 -0.1 0.4
H 0.846 5.830 1.923 -0.3 0.1 -0.3
H 3.015 6.262 2.164 0.6 0.3 -0.1
H 1.610 2.484 -0.194 0.2 -0.3 0.0
C -0.457 0.706 4.198 0.6 0.6 0.0
C 0.429 1.859 3.640 0.0 -1.2 0.0
O 1.613 2.045 4.459 -1.0 -0.3 -0.1
O 0.192 -0.536 4.392 0.3 0.0 -0.5
H -1.226 0.489 3.456 -0.3 0.3 0.3
H -0.845 0.999 5.173 -0.6 0.3 0.0
H -0.074 2.825 3.602 -0.4 -0.2 -0.1
H 0.726 1.564 2.633 0.4 0.3 0.0
H 1.249 2.437 5.256 0.3 0.3 0.3
H 0.979 -0.399 4.924 0.2 0.1 0.1
C 3.993 -2.716 2.297 -1.9 1.4 1.4
C 2.588 -2.050 2.145 1.8 -0.2 1.4
O 2.732 -0.975 1.293 0.1 0.3 -1.7
O 4.385 -3.328 1.138 0.5 -0.7 -1.3
H 3.935 -3.418 3.130 0.1 -0.1 0.3
H 4.689 -1.911 2.532 0.2 -0.1 0.1
H 2.247 -1.520 3.035 -0.1 -1.2 0.9
H 1.894 -2.827 1.824 -0.4 0.0 -0.2
H 1.837 -0.672 1.125 -0.4 0.5 -0.2
H 3.596 -3.677 0.717 0.0 -0.2 -0.3
C 6.009 -0.331 -0.210 -0.2 -0.1 0.6
C 4.726 -0.078 -1.022 0.5 0.7 -1.2
O 3.772 0.791 -0.480 -0.3 0.0 0.2
O 6.589 0.838 0.353 -0.2 0.4 -0.1
H 6.809 -0.825 -0.761 -0.3 -0.3 -0.8
H 5.779 -1.015 0.608 -0.4 -0.2 0.1
H 4.326 -1.029 -1.373 -0.2 -0.5 0.6
H 4.876 0.432 -1.974 1.2 0.0 -0.1
H 3.252 0.330 0.183 0.4 0.0 0.3
H 7.069 0.552 1.133 0.0 0.1 0.0
C -0.689 -4.186 3.827 -0.4 -0.4 0.9
C -0.701 -5.194 4.960 -0.1 1.9 1.3
O 0.038 -6.321 4.775 1.1 -2.6 -0.9
O -1.752 -4.410 2.958 -0.5 -0.6 0.0
H 0.267 -4.233 3.305 0.4 0.1 0.1
H -0.809 -3.219 4.316 0.2 0.4 -0.1
H -1.703 -5.389 5.343 -0.3 0.0 -0.4
H -0.191 -4.726 5.802 -0.1 0.7 0.2
H -0.493 -7.120 4.804 -0.1 0.2 -0.2
H -1.692 -3.681 2.337 -0.3 0.3 -0.4
C 4.800 1.328 3.932 0.7 0.6 -0.4
C 4.859 1.610 5.442 0.6 -1.2 -0.9
O 3.769 0.926 6.039 0.2 0.5 0.9
O 4.056 2.266 3.208 0.3 0.5 -0.1
H 4.407 0.349 3.657 -0.1 -0.5 0.8
H 5.813 1.300 3.530 0.2 0.5 -0.2
H 4.954 2.659 5.722 -0.6 0.3 -0.4
H 5.814 1.226 5.802 -0.2 -0.7 0.3
H 2.999 1.357 5.662 -0.3 -0.2 -0.1
H 3.152 2.185 3.520 -0.2 0.2 -0.2
C 2.429 0.217 -4.035 -0.1 0.2 -0.4
C 1.995 -1.254 -4.373 -1.1 1.8 1.4
O 1.687 -2.054 -3.205 1.1 -0.4 -1.2
O 1.313 1.132 -3.856 0.5 -1.0 -0.5
H 2.997 0.595 -4.885 -0.3 0.1 -0.3
H 3.112 0.390 -3.203 -0.1 -0.7 0.3
H 2.682 -1.721 -5.078 0.1 -0.4 0.6
H 1.039 -1.073 -4.865 0.0 -0.2 -0.6
H 1.226 -1.496 -2.575 -0.3 0.2 0.2
H 0.986 1.031 -2.959 -0.2 0.0 0.5
C 4.903 3.398 -3.572 0.1 -1.9 -0.3
C 3.529 3.604 -2.994 0.0 1.0 0.6
O 3.587 4.696 -2.128 -0.4 1.1 1.5
O 5.863 3.005 -2.563 -0.9 0.5 -0.4
H 5.285 4.217 -4.182 -0.2 0.5 0.2
H 4.744 2.575 -4.269 0.4 -0.4 -0.4
H 3.141 2.792 -2.380 0.6 -0.4 0.1
H 2.714 3.800 -3.690 0.4 -0.3 -0.9
H 3.862 5.500 -2.573 0.0 -0.1 -0.2
H 6.703 2.824 -2.991 0.0 0.0 -0.1

---

68
Properties=species:S:1:pos:R:3:forces:R:3 method="wB97M-V/def2-TZVPD" orbital_gap_ev="5.352 / 5.760" homo_ev="-10.636 / -10.620" s_squared=0.757 spin_multiplicity=2 total_energy_ha=-2862.49434 total_charge=+1
Re 0.640 0.898 0.468 0.4 0.0 1.4
N 2.531 -0.160 -0.108 -0.4 0.5 0.3
C 2.847 -1.180 0.917 -0.5 0.1 0.4
C 2.108 -0.849 2.234 1.6 -0.7 -0.1
O 2.588 -1.161 3.288 -0.5 0.3 -0.1
O 0.950 -0.263 2.034 -1.2 1.0 -1.2
H 2.548 -0.567 -1.036 -0.1 0.0 -0.1
H 3.213 0.600 -0.093 0.2 -0.1 -0.1
H 3.911 -1.267 1.119 0.0 0.0 -0.1
H 2.455 -2.145 0.595 0.1 0.0 -0.1
C -1.137 3.810 0.939 0.1 0.0 0.2
S -1.261 2.093 1.498 0.1 -0.4 -0.7
C -2.779 1.634 0.616 0.1 -0.1 0.3
H -1.918 4.372 1.447 0.0 0.0 0.0
H -1.260 3.867 -0.140 0.0 0.0 0.0
H -0.169 4.206 1.226 0.1 0.0 0.1
H -2.610 1.640 -0.457 0.0 0.0 0.0
H -3.558 2.344 0.886 0.0 0.0 0.0
H -3.061 0.636 0.949 0.0 0.0 0.0
C -4.681 -5.863 -2.367 0.0 0.1 0.0
C -4.728 -4.353 -2.639 -0.1 0.0 0.0
C -6.150 -3.829 -2.370 0.1 -0.1 -0.1
C -4.392 -4.130 -4.116 0.0 0.0 0.1
C -3.774 -3.604 -1.710 0.0 0.0 0.1
C -3.781 -3.888 -0.338 -0.1 0.0 -0.1
C -2.983 -3.220 0.580 0.2 0.1 0.1
C -2.164 -2.227 0.086 -0.2 -0.1 -0.7
O -1.289 -1.393 0.734 0.1 0.0 0.3
B -0.705 -0.581 -0.244 -0.4 -0.5 0.0
O -1.236 -0.919 -1.486 0.3 0.5 -0.4
C -2.142 -1.934 -1.271 -0.2 -0.3 0.6
C -2.930 -2.599 -2.185 0.2 0.1 -0.1
H -5.302 -6.384 -3.098 0.0 0.0 0.0
H -5.063 -6.117 -1.378 0.0 0.0 0.0
H -3.661 -6.241 -2.449 0.0 0.0 0.0
H -6.866 -4.331 -3.024 0.0 0.0 0.0
H -6.204 -2.755 -2.560 0.0 0.0 0.0
H -6.445 -4.010 -1.336 0.0 0.0 0.0
H -5.059 -4.735 -4.730 0.0 0.0 0.0
H -3.364 -4.427 -4.332 0.0 0.0 -0.1
H -4.529 -3.088 -4.410 0.0 0.0 0.0
H -4.439 -4.659 0.038 0.0 0.0 0.0
H -3.000 -3.474 1.631 0.0 0.0 0.0
H -2.872 -2.343 -3.234 0.0 0.0 0.0
N 7.576 3.019 4.489 0.0 0.0 -0.1
C 6.480 3.063 3.687 -0.1 0.0 -0.1
C 5.623 1.953 3.587 0.0 0.0 0.0
C 4.507 2.004 2.785 0.0 0.0 0.0
C 4.238 3.155 2.049 -0.4 -0.2 -0.1
C 5.077 4.261 2.127 0.0 0.1 -0.1
C 6.192 4.213 2.930 0.0 0.0 0.0
S 2.741 3.272 1.167 0.7 0.5 -0.5
O 1.813 2.300 1.785 0.0 -0.1 -0.1
O 2.262 4.626 1.141 -0.1 -0.1 0.2
N 3.063 2.812 -0.356 0.1 0.1 0.3
C 2.074 2.809 -1.228 0.2 0.1 -0.4
S 2.194 3.636 -2.748 0.0 -0.2 0.3
C 0.605 3.107 -3.193 0.0 0.0 0.1
C 0.053 2.366 -2.223 -0.2 0.0 -0.2
N 0.866 2.168 -1.109 0.0 -0.5 0.5
H 7.679 2.266 5.144 0.0 0.0 0.0
H 8.086 3.863 4.678 0.0 0.0 0.0
H 5.823 1.062 4.169 0.0 0.0 0.0
H 3.826 1.164 2.769 0.0 0.0 0.0
H 4.833 5.156 1.569 0.0 0.0 0.0
H 6.845 5.074 3.000 0.0 0.0 0.0
H 0.171 3.373 -4.142 0.0 -0.1 0.0
H -0.907 1.872 -2.255 0.0 0.0 0.0

---

39
Properties=species:S:1:pos:R:3:forces:R:3 method="wB97M-V/def2-TZVPD" orbital_gap_ev="7.341 / 6.769" homo_ev="-10.754 / -10.825" s_squared=2.010 spin_multiplicity=3 total_energy_ha=-6087.70582 total_charge=+1
Ti -0.103 0.388 -0.912 0.1 -0.1 0.0
C -0.928 1.595 -2.936 0.3 0.2 0.0
C 0.422 1.938 -2.704 -0.3 0.3 0.1
C 0.782 2.602 -1.508 -0.2 0.0 -0.5
C -0.162 2.799 -0.510 -0.5 0.0 -0.1
C -1.477 2.309 -0.681 0.1 0.2 -0.3
C -1.868 1.749 -1.922 0.1 0.4 0.3
H -1.230 1.203 -3.895 0.0 -0.1 0.0
H 1.156 1.798 -3.485 0.0 0.0 0.0
H 1.791 2.965 -1.376 0.0 -0.1 0.0
H 0.109 3.312 0.402 0.0 -0.1 0.0
H -2.211 2.447 0.100 0.0 -0.1 0.0
H -2.892 1.443 -2.076 0.0 0.0 0.0
C -0.525 0.558 4.831 0.0 0.0 0.0
C 0.328 0.488 3.596 0.0 0.0 0.2
C 1.720 0.438 3.668 0.1 0.0 0.0
C 2.485 0.356 2.518 -0.2 0.0 0.0
C 1.791 0.334 1.327 0.2 -0.1 0.1
Br 2.706 0.146 -0.327 0.0 -0.1 0.0
N 0.475 0.383 1.207 0.4 0.1 0.3
C -0.245 0.457 2.339 -0.2 0.0 -0.3
H -0.291 -0.263 5.508 0.0 0.0 0.0
H -1.584 0.503 4.587 0.0 0.0 0.0
H -0.350 1.491 5.368 0.0 0.0 0.0
H 2.210 0.450 4.635 0.0 0.0 0.0
H 3.562 0.297 2.536 0.0 0.0 0.0
H -1.320 0.462 2.206 0.0 0.0 0.0
C -1.921 -3.148 -3.290 -0.1 -0.2 0.0
S -0.974 -1.630 -3.448 0.1 0.3 -0.1
C 0.083 -1.766 -2.034 -0.2 -0.4 0.4
C -0.419 -1.894 -0.731 -0.3 -0.1 -0.7
S -1.911 -1.163 -0.259 0.2 -0.1 0.1
S 0.543 -2.835 0.363 -0.1 -0.1 0.3
C 1.842 -3.244 -0.724 0.4 0.2 0.2
S 3.186 -4.006 -0.221 -0.1 -0.1 -0.1
S 1.596 -2.629 -2.322 0.0 0.0 -0.2
H -2.641 -3.149 -4.107 0.0 0.0 0.0
H -2.459 -3.163 -2.343 0.0 0.0 0.0
H -1.276 -4.021 -3.383 0.0 0.0 0.0